Computed, not measured: a cluster of 10 separate species, C28H82N6O10 in total in a non-equilibrium geometry, with ωB97M-V with the def2-TZVPD basis set.

```
126
Properties=species:S:1:pos:R:3
H 1.6581 -1.1041 3.0499
O 3.1724 2.2103 0.6901
H -0.4144 -6.0232 0.4679
H 5.1507 2.2201 3.2446
H 2.8633 4.8464 2.3092
C 1.2039 4.1412 3.5985
C -3.6085 0.9292 1.3564
N 3.7410 0.7262 -4.5929
H -5.2230 4.0803 1.0171
O -0.1868 -0.6098 3.6403
H 2.9444 2.5319 1.5624
H 3.3063 -0.0294 -4.0828
H 0.4968 1.6073 -0.3673
H -1.6395 -0.8391 -0.2463
H 1.0926 5.9399 4.5285
H 4.8310 -0.9859 -0.2681
H 0.9500 2.5803 2.2258
H 2.6135 0.0884 5.0554
H -3.7240 0.5774 -1.7848
H 6.8618 1.7379 -3.9536
H 1.0241 0.6579 5.4054
C 5.9280 1.6860 -4.5135
H 5.1818 3.8757 2.6094
H 3.1628 5.0829 3.9782
N 0.6289 5.4082 3.8058
H 0.8139 -0.1741 1.1198
C 2.7327 4.3659 3.2789
H -4.7877 1.1182 -4.1516
H -1.3207 -4.2967 1.6221
H -0.6465 -0.2249 -4.2443
H -2.9787 1.0531 0.4754
C 0.1752 1.3453 -5.3601
H -0.5931 -7.7664 0.2986
H -3.7452 3.8391 3.0310
H -2.7511 0.0300 -3.0481
H -6.9896 4.2324 -5.0396
C 4.7644 3.2300 3.3820
H -0.9104 -3.7057 3.2442
C -6.7316 3.3958 -4.3903
C -0.1930 -2.2792 0.4820
H -4.4221 3.1935 -0.1326
H -0.7405 -2.9338 -0.1961
H -0.6028 0.1580 1.5105
C -4.1126 1.7962 -3.6295
H -2.7884 2.6049 3.0787
H 5.3753 2.6180 -4.3951
H 1.0561 -0.3793 -4.6843
H 0.5410 4.0918 1.5419
H 1.5643 -6.4774 -0.7276
H -0.7531 -6.9293 1.8655
H 0.3950 -4.3123 2.1033
O 1.0562 -8.3739 3.3725
H -0.7685 1.7725 -5.6993
C 1.6573 0.3188 4.5855
C -5.2073 -0.8643 1.7604
O -0.6249 -2.4134 1.7905
C -0.5575 -3.7946 2.2167
H -0.2938 5.2510 4.1854
C 5.0710 0.5125 -4.1230
H 3.6164 -1.9818 -0.9016
H -2.3909 2.5970 -4.3567
H 0.0577 3.0416 -0.5718
H -2.3807 1.5873 -2.2412
H 1.6528 -6.2847 1.7008
H 1.1461 -7.5233 5.2400
H 3.3808 1.5238 -4.0888
H -1.1766 -0.7474 -6.3066
N 1.9907 -7.1503 -0.1068
C 1.3094 -7.1690 1.1640
H 4.9890 3.6908 4.3440
H 4.4732 1.1657 -2.0456
C 3.9963 -0.9624 -0.9687
H -0.5557 -1.3120 3.0996
H 2.5388 -7.2311 4.2145
C 1.1301 -0.9934 3.9971
H -7.5238 3.1725 -3.6757
H -0.5943 3.3530 2.6788
H -5.6650 2.6452 -2.1834
H -4.8960 1.9402 2.6935
C -4.2797 2.2437 1.8472
H 2.3378 2.1716 0.2229
C -5.0115 3.0396 0.7712
H -6.4940 2.4656 -4.9064
H 1.2958 -9.2906 1.4209
O 0.8247 2.4708 -0.6183
H 2.6878 -8.4201 2.0323
H 0.6654 1.3868 -6.3328
H 5.9957 0.3739 -2.2372
H -4.2954 3.6526 -2.3886
C 1.4574 -7.3669 4.2071
C -0.5532 -0.8965 -0.1779
O -4.5194 -0.0304 0.7828
N -3.3348 3.1448 2.4230
C 0.0745 -0.0757 -5.0481
H 1.0942 -0.7620 -1.5670
H 6.1564 1.6280 -5.5777
H -0.0947 0.3395 -1.9440
C 4.9771 0.3918 -2.6247
H -4.5450 -1.5042 2.3434
H -2.8613 0.6355 2.0937
N -3.2435 2.2026 -4.7277
H -0.3731 -1.4338 -2.2662
O 3.3815 3.1075 3.2620
C -3.1693 0.9524 -2.6450
C -0.1866 -6.9810 0.9357
C -4.9371 2.9589 -2.9317
H 1.1467 -1.8924 4.6132
C 0.0072 -0.6813 -1.5755
O -0.2439 -0.8931 -6.1319
O 4.3843 -0.8495 -2.3499
H -6.0612 -1.3122 1.2522
H 0.8668 -2.5276 0.4247
H 0.9915 -6.4169 3.9455
H 5.4960 -0.4182 -4.4987
H 1.0595 3.5617 4.5103
H -3.7878 2.9431 -5.1466
H 0.6422 2.0252 -4.6475
H -5.6457 -0.2940 2.5793
C 1.5979 -8.4377 2.0287
H 3.1270 -0.3750 -0.6730
O -5.5978 3.9068 -3.7234
H -5.9175 2.4926 0.5101
H 2.8876 -6.7025 0.0165
C 0.4616 3.5240 2.4689
N -0.0334 0.1509 0.6764
H 1.7719 1.0928 3.8266
```

SMILES: COC[C@H](C)N.COC[C@H](C)N.COC[C@H](C)N.COC[C@H](C)N.COC[C@H](C)N.COC[C@H](C)N.CCO.CCO.O.O
Molar mass (g mol⁻¹): 663.00
Highest occupied orbital energy (eV): -8.992
Frontier orbital gap (eV): 9.26
Relative energy (zero: lowest compared OMol25 entry of this formula, charge and spin) (kcal/mol): 56.3